{
  "formula": "C27H55N5O",
  "method": "wB97M-V/def2-TZVPD",
  "e_tot_ha": -1410.68276,
  "relative_energy_kcal_mol": 22.6,
  "homo_ev": -8.10,
  "homo_lumo_gap_ev": 8.5637,
  "symbols": ["O", "C", "C", "C", "C", "C", "C", "N", "C", "C", "C", "N", "H", "H", "H", "H", "H", "H", "H", "H", "H", "H", "C", "C", "N", "C", "C", "C", "C", "H", "H", "H", "H", "H", "H", "H", "H", "H", "H", "H", "H", "H", "H", "H", "C", "C", "N", "C", "C", "C", "C", "H", "H", "H", "H", "H", "H", "H", "H", "H", "H", "H", "H", "H", "H", "H", "C", "C", "N", "C", "C", "C", "C", "H", "H", "H", "H", "H", "H", "H", "H", "H", "H", "H", "H", "H", "H", "H"],
  "coordinates": [[-3.897, 1.766, 4.624], [-4.143, 1.118, 3.659], [-3.125, 0.374, 2.697], [-3.650, 0.796, 1.237], [-3.004, -0.223, 0.273], [-2.114, 0.172, -0.836], [-1.553, -0.908, -1.619], [-1.722, -2.241, -1.514], [-2.550, -2.638, -0.516], [-3.176, -1.670, 0.348], [-5.207, 0.743, 1.532], [-5.433, 0.826, 3.024], [-2.074, 0.720, 2.846], [-3.290, -0.721, 2.849], [-3.149, 1.783, 1.101], [-1.885, 1.237, -1.053], [-0.870, -0.582, -2.446], [-2.724, -3.721, -0.357], [-3.850, -2.065, 1.149], [-5.786, -0.137, 1.183], [-5.548, 1.763, 1.200], [-5.703, -0.145, 3.213], [4.574, -0.726, 2.614], [3.085, -1.025, 2.738], [2.240, 0.015, 2.176], [0.842, -0.103, 2.563], [0.075, -1.341, 2.094], [2.478, 0.349, 0.779], [2.378, -0.779, -0.252], [4.814, 0.254, 3.031], [5.148, -1.474, 3.165], [4.910, -0.756, 1.576], [2.864, -1.116, 3.806], [2.879, -2.008, 2.291], [0.300, 0.791, 2.235], [0.792, -0.071, 3.657], [-0.150, -1.296, 1.028], [-0.881, -1.401, 2.619], [0.618, -2.266, 2.301], [3.477, 0.790, 0.700], [1.803, 1.158, 0.482], [2.925, -1.673, 0.053], [2.809, -0.445, -1.200], [1.343, -1.056, -0.456], [11.259, -2.483, 0.796], [9.772, -2.790, 0.921], [8.920, -1.754, 0.360], [7.523, -1.880, 0.750], [6.761, -3.123, 0.284], [9.154, -1.419, -1.037], [9.059, -2.546, -2.068], [11.494, -1.501, 1.213], [11.838, -3.227, 1.347], [11.596, -2.511, -0.243], [9.553, -2.881, 1.989], [9.571, -3.774, 0.475], [6.974, -0.990, 0.424], [7.475, -1.849, 1.844], [6.532, -3.081, -0.781], [5.806, -3.188, 0.812], [7.310, -4.044, 0.489], [10.150, -0.972, -1.117], [8.475, -0.613, -1.333], [9.612, -3.437, -1.764], [9.488, -2.209, -3.016], [8.027, -2.829, -2.271], [-5.555, 2.114, -2.513], [-6.950, 2.237, -3.112], [-7.957, 2.649, -2.148], [-9.322, 2.465, -2.621], [-9.774, 3.282, -3.833], [-7.698, 3.899, -1.447], [-7.483, 5.159, -2.290], [-5.560, 1.464, -1.635], [-4.873, 1.679, -3.247], [-5.148, 3.087, -2.226], [-7.220, 1.249, -3.498], [-6.909, 2.911, -3.979], [-10.017, 2.647, -1.795], [-9.452, 1.404, -2.864], [-9.930, 4.330, -3.578], [-10.729, 2.897, -4.199], [-9.063, 3.223, -4.659], [-6.813, 3.760, -0.818], [-8.507, 4.086, -0.734], [-6.780, 4.998, -3.109], [-7.067, 5.951, -1.660], [-8.417, 5.540, -2.701]]
}

=====

{
  "formula": "C4H3FO",
  "method": "wB97M-V/def2-TZVPD",
  "e_tot_ha": -329.16974,
  "relative_energy_kcal_mol": 72.9,
  "homo_ev": -9.20,
  "homo_lumo_gap_ev": 9.8988,
  "symbols": ["C", "C", "C", "C", "O", "F", "H", "H", "H"],
  "coordinates": [[0.992, -0.266, -1.606], [1.099, 0.871, -1.252], [-0.324, -0.505, 1.602], [-1.279, -0.088, 0.772], [0.648, -0.908, 2.170], [1.305, 2.009, -0.678], [0.934, -1.244, -1.977], [-1.651, 0.879, 0.870], [-1.725, -0.748, 0.100]]
}

=====

{
  "formula": "C6H11N2O6",
  "method": "wB97M-V/def2-TZVPD",
  "charge": -1,
  "e_tot_ha": -796.23362,
  "relative_energy_kcal_mol": 0.0,
  "homo_ev": -5.62,
  "homo_lumo_gap_ev": 8.9307,
  "symbols": ["C", "C", "C", "C", "C", "C", "N", "N", "O", "O", "O", "O", "O", "O", "H", "H", "H", "H", "H", "H", "H", "H", "H", "H", "H"],
  "coordinates": [[1.592, -1.871, 0.606], [0.835, 1.718, 0.715], [1.683, -1.425, -0.921], [0.373, 0.558, -0.188], [2.708, 0.711, -1.374], [-1.119, 0.706, -0.775], [1.573, 0.086, -0.929], [-4.871, -0.445, 1.115], [0.922, -2.836, 0.848], [0.133, 2.716, 0.782], [2.007, -1.089, 1.491], [1.938, 1.428, 1.344], [3.650, 0.203, -1.957], [-1.932, -0.349, -0.353], [0.762, -1.763, -1.441], [2.755, -1.589, -1.261], [-1.363, 1.676, -0.239], [0.012, -0.264, 0.508], [2.615, 1.828, -1.215], [-0.961, 0.575, -1.891], [-4.295, -0.308, 1.883], [-5.648, 0.145, 1.260], [-4.255, 0.044, 0.367], [2.191, 0.408, 1.439], [-1.302, -0.864, 0.185]]
}

=====

{
  "formula": "C6H9N2O7P",
  "method": "wB97M-V/def2-TZVPD",
  "e_tot_ha": -1211.67383,
  "relative_energy_kcal_mol": 0.0,
  "homo_ev": -10.37,
  "homo_lumo_gap_ev": 9.9027,
  "symbols": ["O", "O", "O", "O", "O", "O", "O", "C", "C", "C", "N", "N", "C", "C", "C", "P", "H", "H", "H", "H", "H", "H", "H", "H", "H"],
  "coordinates": [[0.356, 0.865, 3.787], [2.335, 2.446, 0.168], [-2.234, 1.390, 0.284], [0.915, -0.677, -0.076], [0.898, -1.005, -2.596], [-1.343, -1.078, -1.324], [0.087, 1.273, -1.529], [0.184, 1.265, 2.633], [1.258, 2.039, 0.569], [-1.167, 1.700, 0.700], [1.235, 1.755, 1.944], [-1.056, 1.274, 2.030], [1.177, -2.366, -2.360], [-1.578, -1.861, -0.181], [-0.049, 2.034, -0.222], [0.126, -0.364, -1.325], [2.122, 1.959, 2.456], [-1.845, 0.847, 2.470], [0.332, -2.925, -2.728], [1.959, -2.676, -3.064], [1.510, -2.747, -1.401], [-1.002, -2.796, -0.169], [-2.638, -2.085, -0.271], [-1.351, -1.336, 0.687], [-0.232, 3.071, -0.482]]
}

=====

{
  "formula": "C27H55BFINO13",
  "method": "wB97M-V/def2-TZVPD",
  "charge": -1,
  "e_tot_ha": -2517.08429,
  "homo_ev": -4.31,
  "homo_lumo_gap_ev": 6.3914,
  "symbols": ["C", "C", "C", "N", "C", "C", "C", "C", "O", "B", "C", "C", "C", "I", "C", "O", "O", "O", "C", "C", "C", "C", "F", "H", "H", "H", "H", "H", "H", "H", "H", "H", "H", "H", "H", "H", "H", "H", "H", "H", "H", "H", "H", "H", "H", "H", "H", "H", "H", "H", "H", "H", "H", "H", "C", "C", "O", "C", "O", "O", "C", "H", "H", "H", "H", "H", "H", "H", "H", "C", "C", "O", "C", "O", "O", "C", "H", "H", "H", "H", "H", "H", "H", "H", "C", "C", "O", "C", "O", "O", "C", "H", "H", "H", "H", "H", "H", "H", "H"],
  "coordinates": [[6.030, -1.678, 1.028], [5.815, -1.102, -0.426], [4.277, -0.780, -0.600], [4.010, 0.507, -1.257], [3.289, 1.442, -0.409], [4.034, 1.776, 0.917], [5.210, 2.822, 0.818], [5.867, 2.976, -0.589], [2.085, 0.871, 0.110], [0.878, 1.078, -0.702], [-0.533, 1.075, 0.138], [-0.443, 0.459, 1.575], [-1.640, -0.526, 1.865], [-1.532, -1.120, 3.964], [0.611, -0.081, -1.884], [-0.330, 0.347, -2.898], [0.333, 0.935, -3.970], [1.245, 2.335, -1.429], [2.631, 2.641, -1.260], [3.185, 2.919, -2.709], [2.560, 4.064, -0.612], [1.662, 4.152, 0.649], [0.437, 4.731, 0.255], [5.402, -1.144, 1.774], [7.076, -1.540, 1.377], [5.749, -2.746, 1.099], [6.451, -0.214, -0.578], [6.092, -1.941, -1.098], [3.807, -0.898, 0.391], [3.848, -1.574, -1.253], [3.507, 0.298, -2.108], [4.422, 0.891, 1.449], [3.271, 2.222, 1.584], [6.027, 2.521, 1.513], [4.870, 3.812, 1.186], [6.069, 2.026, -1.105], [5.309, 3.694, -1.220], [6.861, 3.459, -0.425], [-0.966, 2.104, 0.156], [-1.286, 0.466, -0.420], [0.478, -0.114, 1.778], [-0.570, 1.296, 2.297], [-2.617, -0.110, 1.578], [-1.398, -1.441, 1.286], [0.221, -0.993, -1.363], [1.551, -0.407, -2.405], [0.911, 0.286, -4.409], [3.875, 3.787, -2.765], [3.682, 2.061, -3.199], [2.309, 3.194, -3.333], [3.548, 4.515, -0.380], [2.101, 4.734, -1.369], [2.063, 4.853, 1.412], [1.434, 3.180, 1.116], [-4.670, -3.562, 5.361], [-4.243, -4.335, 6.593], [-4.861, -5.631, 6.639], [-4.307, -6.556, 5.859], [-3.349, -6.407, 5.151], [-5.012, -7.683, 5.989], [-4.567, -8.739, 5.139], [-5.759, -3.516, 5.295], [-4.273, -2.546, 5.387], [-4.316, -4.041, 4.450], [-4.574, -3.808, 7.488], [-3.157, -4.427, 6.654], [-3.499, -8.920, 5.258], [-4.800, -8.506, 4.100], [-5.107, -9.639, 5.427], [-0.943, 5.101, -3.837], [-0.059, 4.982, -5.060], [-0.101, 6.187, -5.848], [0.640, 7.194, -5.394], [1.335, 7.184, -4.416], [0.465, 8.238, -6.215], [1.147, 9.415, -5.795], [-1.955, 5.397, -4.124], [-0.987, 4.151, -3.302], [-0.568, 5.863, -3.152], [-0.431, 4.185, -5.704], [0.967, 4.726, -4.791], [2.204, 9.218, -5.616], [0.678, 9.819, -4.897], [1.059, 10.147, -6.596], [-7.500, -5.914, -0.498], [-6.436, -5.052, -1.148], [-5.668, -4.351, -0.166], [-4.727, -5.077, 0.444], [-4.478, -6.234, 0.232], [-4.126, -4.299, 1.341], [-3.140, -4.973, 2.129], [-8.114, -5.318, 0.179], [-8.143, -6.366, -1.255], [-7.052, -6.713, 0.093], [-6.909, -4.289, -1.766], [-5.784, -5.639, -1.797], [-2.414, -5.487, 1.502], [-3.622, -5.675, 2.808], [-2.618, -4.221, 2.719]]
}

=====

{
  "formula": "C13H30ClF3NO3",
  "method": "wB97M-V/def2-TZVPD",
  "charge": 1,
  "e_tot_ha": -1553.26056,
  "homo_ev": -11.51,
  "homo_lumo_gap_ev": 8.0373,
  "symbols": ["C", "C", "Cl", "C", "N", "C", "O", "C", "F", "F", "F", "H", "H", "H", "H", "H", "H", "H", "H", "H", "H", "C", "C", "O", "C", "C", "H", "H", "H", "H", "H", "H", "H", "H", "H", "H", "C", "C", "O", "C", "C", "H", "H", "H", "H", "H", "H", "H", "H", "H", "H"],
  "coordinates": [[1.093, 1.093, -0.348], [0.979, -0.486, -0.103], [2.463, -1.256, -0.908], [-0.317, -1.165, -0.755], [-1.390, -1.530, 0.235], [-2.019, -0.354, 0.948], [-3.431, -0.218, 0.708], [-3.719, 0.759, -0.266], [-4.928, 0.358, -0.878], [-2.780, 0.854, -1.294], [-4.012, 2.004, 0.328], [1.765, 1.514, 0.484], [0.103, 1.650, -0.254], [1.513, 1.353, -1.385], [0.996, -0.774, 1.004], [-0.684, -0.530, -1.631], [0.034, -2.153, -1.229], [-2.157, -2.000, -0.285], [-0.951, -2.188, 0.912], [-1.484, 0.631, 0.775], [-1.909, -0.575, 2.072], [5.760, -2.466, -3.836], [4.412, -1.942, -4.303], [4.303, -0.526, -4.246], [5.231, 0.210, -5.033], [5.144, -0.094, -6.519], [5.963, -2.140, -2.812], [5.774, -3.559, -3.867], [6.577, -2.105, -4.462], [3.634, -2.340, -3.647], [4.178, -2.299, -5.311], [6.249, 0.056, -4.659], [5.002, 1.268, -4.875], [5.371, -1.139, -6.736], [5.850, 0.526, -7.075], [4.135, 0.105, -6.890], [-4.729, -0.241, 5.537], [-3.276, 0.203, 5.589], [-2.832, 0.838, 4.395], [-3.523, 2.024, 4.015], [-3.450, 3.128, 5.054], [-4.890, -0.923, 4.696], [-5.003, -0.752, 6.462], [-5.408, 0.603, 5.408], [-2.644, -0.678, 5.725], [-3.093, 0.850, 6.452], [-4.563, 1.790, 3.761], [-3.053, 2.376, 3.091], [-3.912, 2.834, 5.997], [-3.962, 4.023, 4.694], [-2.408, 3.384, 5.266]]
}